A molecular structure, C39H34BrMnN4O3Te, computed with wB97M-V/def2-TZVPD.

Cartesian coordinates (Å):
1 Mn 0.337 1.632 3.409
2 Br -0.642 3.412 0.351
3 C -0.538 4.318 2.010
4 C -0.801 5.677 2.030
5 C -0.802 6.324 3.255
6 C -0.575 5.588 4.407
7 C -0.325 4.234 4.291
8 N -0.269 3.603 3.099
9 C -0.157 3.366 5.544
10 O -0.199 3.940 6.620
11 O -0.024 2.117 5.312
12 H -1.006 6.196 1.106
13 H -0.998 7.386 3.308
14 H -0.594 6.011 5.400
15 C -3.454 -0.051 2.370
16 C -3.064 -1.375 2.179
17 C -1.727 -1.668 2.009
18 C -0.815 -0.619 2.047
19 N -1.173 0.640 2.272
20 C -2.478 0.920 2.413
21 C 1.460 -0.001 1.314
22 C 2.388 -0.493 0.396
23 C 3.374 0.349 -0.066
24 C 3.402 1.665 0.399
25 C 2.447 2.075 1.297
26 N 1.485 1.258 1.769
27 H -4.492 0.219 2.499
28 H -3.802 -2.166 2.157
29 H -1.370 -2.674 1.843
30 H -2.720 1.963 2.574
31 H 2.304 -1.521 0.074
32 H 4.101 -0.001 -0.786
33 H 4.153 2.365 0.062
34 H 2.423 3.089 1.677
35 C -4.310 -2.414 -6.306
36 C -3.501 -1.826 -5.184
37 C -2.939 -0.562 -5.288
38 C -2.188 -0.001 -4.260
39 C -1.616 1.374 -4.463
40 C -1.982 -0.743 -3.088
41 Te -0.842 0.091 -1.512
42 N 0.570 -0.939 1.930
43 C 1.117 -1.081 3.270
44 O 0.998 -0.099 4.043
45 C 1.875 -2.273 3.604
46 C 1.910 -3.377 2.747
47 C 2.638 -4.503 3.094
48 C 3.335 -4.539 4.295
49 C 3.304 -3.443 5.151
50 C 2.580 -2.314 4.814
51 C 0.943 0.434 -2.579
52 C 1.399 1.745 -2.665
53 C 2.605 2.040 -3.283
54 C 3.356 1.012 -3.831
55 C 2.898 -0.295 -3.752
56 C 1.696 -0.613 -3.124
57 C 1.254 -2.045 -3.050
58 C -2.545 -2.021 -2.956
59 C -2.412 -2.889 -1.732
60 C -3.294 -2.535 -4.011
61 H -4.384 -1.723 -7.145
62 H -5.322 -2.653 -5.977
63 H -3.860 -3.339 -6.671
64 H -3.091 0.013 -6.195
65 H -2.008 1.816 -5.378
66 H -0.528 1.345 -4.540
67 H -1.857 2.033 -3.627
68 H 1.367 -3.338 1.812
69 H 2.660 -5.357 2.430
70 H 3.903 -5.420 4.565
71 H 3.847 -3.473 6.086
72 H 2.541 -1.458 5.473
73 H 0.801 2.547 -2.249
74 H 2.947 3.065 -3.341
75 H 4.296 1.224 -4.324
76 H 3.488 -1.095 -4.185
77 H 2.031 -2.709 -3.427
78 H 0.347 -2.214 -3.633
79 H 1.021 -2.330 -2.020
80 H -1.646 -2.537 -1.044
81 H -2.168 -3.913 -2.021
82 H -3.357 -2.923 -1.185
83 H -3.725 -3.525 -3.907

**E_tot**: -5944.32920 a.u.
**Molecular weight**: 869.2 g/mol
**HOMO-LUMO gap (alpha / beta)**: 5.4925 / 5.4707 eV
**E_LUMO (alpha / beta)**: -0.011 / -0.011 hartree